[1]
Entry from the Open Molecules 2025 dataset: a structure of composition C32H26F3IrN6O2PS (ωB97M-V with the def2-TZVPD basis set).

Structure (ORCA input):
```
! wB97M-V def2-TZVPD RIJCOSX def2/J DEFGRID3
* xyz 1 1
Ir -0.29 -0.82 0.34
S -1.84 -2.28 -0.63
P 1.14 -1.20 -1.34
F -3.79 -2.40 2.08
F -1.75 -3.13 2.19
F -2.90 -2.89 3.99
O -1.50 -0.34 2.00
O -2.56 -0.28 3.94
N -1.47 0.54 -0.53
N -2.41 0.24 -1.47
N 0.65 0.96 0.99
N 2.29 -2.18 -0.54
N 1.09 -1.99 1.44
N -3.53 -1.46 -2.47
C -1.41 1.72 0.00
C 0.38 -3.76 -5.06
C 2.03 2.32 2.35
C 0.44 -3.52 -2.67
C 1.12 3.36 2.26
C 1.00 -2.15 2.78
C -3.23 3.17 0.79
C -2.66 -2.35 2.80
C 1.92 -2.87 3.50
C 2.99 -3.44 2.82
C -0.25 1.97 0.88
C -0.03 3.19 1.50
C 3.13 -3.23 1.47
C 1.78 2.50 -2.84
C 0.74 -2.43 -5.21
C 3.35 0.45 -1.83
C 0.23 -4.30 -3.79
C -2.20 -0.87 2.95
C 1.18 1.32 -2.41
C 3.94 1.63 -2.25
C 1.76 1.13 1.70
C 0.81 -2.18 -2.82
C -2.62 -1.05 -1.57
C 0.96 -1.64 -4.09
C -4.34 4.73 -0.67
C 2.16 -2.48 0.80
C 3.16 2.65 -2.77
C -3.52 4.33 -1.72
C 1.98 0.29 -1.90
C -4.19 4.15 0.58
C -2.41 2.78 -0.27
C -2.56 3.35 -1.53
H 1.16 3.30 -3.24
H 0.11 1.21 -2.47
H 0.86 -2.01 -6.20
H -4.83 4.45 1.40
H 5.02 1.75 -2.19
H -0.05 -5.34 -3.67
H 1.79 -2.99 4.56
H -3.12 2.70 1.76
H 2.97 -2.70 -1.07
H 3.97 -3.63 0.92
H 1.25 -0.60 -4.22
H 1.30 4.29 2.77
H 0.32 -3.94 -1.69
H -5.09 5.48 -0.83
H 0.16 -1.68 3.25
H 2.95 2.42 2.92
H -4.13 -0.77 -2.89
H -1.94 3.02 -2.35
H -3.64 4.78 -2.70
H 0.22 -4.38 -5.93
H -0.75 3.98 1.38
H -3.82 -2.42 -2.48
H 3.62 3.57 -3.10
H 2.45 0.30 1.74
H 3.73 -4.02 3.36
H 3.97 -0.34 -1.42
*
```

Properties
* lowest unoccupied orbital energy: -3.306 eV
* largest force on an atom: 0.68 eV/Å
* ΔE to the lowest compared entry with this formula, charge and spin: 0.0 kcal/mol
* HOMO-LUMO gap: 7.44 eV
* HOMO energy: -10.7 eV

Atom charges from the Löwdin analysis, given in e for atoms 1 to 4:
1. Ir 1.07
2. S 0.70
3. P 0.87
4. F 0.15

---

[2]
Entry from the Open Molecules 2025 dataset: a structure of composition C32H26F3N2O4SSbZr (ωB97M-V with the def2-TZVPD basis set).

Structure (ORCA input):
```
! wB97M-V def2-TZVPD RIJCOSX def2/J DEFGRID3
* xyz 2 1
Sb -1.49 -0.42 -0.57
Zr 1.84 -0.61 -0.38
S 1.80 -0.41 2.48
F 4.03 -1.30 0.16
F 3.92 -3.36 -0.65
F 5.78 -2.33 -0.66
O 2.99 -0.74 -2.04
O 1.62 -1.57 1.47
O 3.01 -0.47 3.25
O 4.92 -1.38 -3.12
N 1.54 0.82 1.41
N 2.81 1.59 -0.35
C 4.75 2.98 0.07
C -0.06 0.98 3.95
C 4.46 -2.14 -0.88
C -2.13 0.01 4.88
C -0.46 -1.37 3.71
C -5.26 -2.10 -2.06
C -3.34 -0.64 -1.74
C 3.43 2.35 1.93
C 3.93 2.26 -0.78
C 4.47 3.10 1.47
C 0.39 -4.02 -1.88
C -0.32 1.45 -1.13
C -0.43 -1.61 -2.87
C 0.47 1.63 -2.30
C -0.29 -3.99 -3.08
C 0.19 -1.61 -1.59
C -3.38 0.13 5.71
C -1.28 1.12 4.63
C 4.20 -1.39 -2.17
C -4.09 0.49 -2.13
C 0.36 -0.24 3.49
C -0.47 3.92 -0.94
C 2.63 1.60 1.00
C -1.69 -1.20 4.36
C -3.89 -1.91 -1.86
C -0.75 2.62 -0.46
C -5.47 0.28 -2.38
C -6.06 -0.98 -2.28
C -0.77 -2.77 -3.58
C 0.10 4.04 -2.19
C 0.59 2.91 -2.85
C 0.53 -2.91 -1.03
H -1.23 -2.79 -4.58
H 0.73 -3.06 0.04
H -0.18 -2.36 3.31
H 0.85 -4.96 -1.51
H 0.18 5.02 -2.69
H 5.66 3.41 -0.33
H -3.17 0.52 6.73
H -0.43 -4.86 -3.74
H 5.13 3.74 2.14
H -2.32 -2.08 4.50
H 1.01 3.01 -3.82
H 3.17 2.30 2.98
H -4.09 0.84 5.24
H -3.25 -2.81 -1.70
H -3.70 1.50 -2.30
H -0.71 -0.63 -3.26
H -1.53 2.12 5.01
H -0.75 4.77 -0.31
H -3.83 -0.87 5.83
H -7.15 -1.04 -2.36
H -6.06 1.13 -2.66
H -5.68 -3.08 -2.09
H 4.11 2.20 -1.86
H -1.33 2.51 0.46
H 0.95 0.79 -2.77
H 0.50 1.88 3.73
*
```

Properties
* lowest unoccupied orbital energy: -7.426 eV
* largest force on an atom: 4.60 eV/Å
* ΔE to the lowest compared entry with this formula, charge and spin: 0.9 kcal/mol
* HOMO-LUMO gap: 6.84 eV
* HOMO energy: -14.3 eV

Atom charges from the natural (NBO) analysis, given in e for atoms 1 to 4:
1. Sb 1.31
2. Zr 2.25
3. S 2.25
4. F -0.32

---

[3]
Entry from the Open Molecules 2025 dataset: a cluster of 2 separate species, C32H26N2O3P in total (ωB97M-V with the def2-TZVPD basis set).

Structure (ORCA input):
```
! wB97M-V def2-TZVPD RIJCOSX def2/J DEFGRID3
* xyz -1 1
P 0.32 -3.25 -0.23
O 3.37 5.13 0.62
O 3.35 2.95 1.39
O 0.39 -3.33 -1.73
N 0.68 3.89 0.91
N 1.77 -0.45 1.90
C 0.54 2.58 0.61
C 2.97 4.13 1.24
C -0.63 4.95 -0.95
C -1.16 -5.62 -0.04
C 1.76 -4.02 0.60
C -2.89 -6.03 1.61
C 0.37 6.16 0.92
C 1.58 4.38 1.93
C 1.00 -0.99 1.19
C -0.15 7.36 0.44
C -1.66 -0.38 -4.23
C -2.41 1.54 -2.33
C -0.92 7.36 -0.73
C -1.29 0.72 -2.07
C 2.94 -4.25 -0.13
C -2.74 -4.73 2.09
C -1.77 -3.88 1.54
C -1.00 -0.33 -3.01
C 0.07 -1.60 0.35
C -0.55 2.07 -0.11
C 2.67 -5.31 2.45
C -1.15 6.16 -1.43
C -0.42 0.96 -0.95
C 3.83 -5.56 1.70
C 3.98 -5.00 0.43
C -2.66 0.56 -4.54
C -2.08 -6.49 0.56
C -0.99 -4.32 0.46
C 1.66 -4.52 1.91
C 0.08 4.96 0.24
C 1.21 5.87 2.11
C -3.05 1.49 -3.57
H -1.51 2.59 0.00
H -3.65 -6.69 2.04
H 0.76 -4.34 2.49
H -0.57 -5.96 -0.89
H 4.62 -6.19 2.12
H -1.60 -2.89 1.96
H -1.72 6.16 -2.35
H -0.75 4.01 -1.50
H -0.92 -1.14 0.21
H 2.09 6.52 2.18
H 2.54 -5.74 3.45
H -3.37 -4.36 2.90
H -2.74 2.25 -1.58
H 4.89 -5.16 -0.14
H -1.33 8.29 -1.11
H 3.02 -3.85 -1.15
H -2.16 -7.52 0.22
H 1.52 3.78 2.85
H -0.24 -1.07 -2.75
H -3.86 2.20 -3.79
H -1.38 -1.13 -4.97
H -3.13 0.56 -5.52
H 0.64 5.98 3.03
H 0.47 0.35 -0.86
H 0.06 8.29 0.98
H 1.29 1.92 1.05
*
```

Properties
* lowest unoccupied orbital energy: 0.930 eV
* largest force on an atom: 3.16 eV/Å
* ΔE to the lowest compared entry with this formula, charge and spin: 0.0 kcal/mol
* HOMO-LUMO gap: 5.11 eV
* HOMO energy: -4.2 eV

Atom charges from the natural (NBO) analysis, given in e for atoms 1 to 4:
1. P 1.90
2. O -0.75
3. O -0.72
4. O -1.13

---

[4]
Entry from the Open Molecules 2025 dataset: a structure of composition C32H27BrN4OPRh (ωB97M-V with the def2-TZVPD basis set).

Structure (ORCA input):
```
! wB97M-V def2-TZVPD RIJCOSX def2/J DEFGRID3
* xyz 2 1
Rh 0.39 -0.86 -0.34
Br 0.76 -6.47 0.17
P 0.60 1.41 -1.12
O -1.52 -1.07 -0.54
N 0.17 -1.65 1.55
N 0.50 -2.65 -1.23
N -0.67 -2.51 3.34
N 2.46 -0.74 -1.11
C 0.14 1.34 0.64
C -0.97 -1.94 2.15
C 0.69 -2.58 3.49
C 0.44 -5.01 -0.94
C -0.44 2.92 -3.16
C 1.08 1.34 1.69
C 2.39 1.67 -1.04
C -1.19 5.19 -2.92
C 0.74 -3.74 -0.48
C -2.50 -1.28 0.35
C -0.42 3.99 -0.99
C -0.11 -5.16 -2.20
C -4.69 -1.59 2.08
C -0.92 5.15 -1.56
C 3.00 2.91 -0.96
C -0.05 -2.79 -2.45
C 1.22 -2.04 2.38
C -1.66 1.48 2.25
C -0.34 -4.03 -2.97
C -4.88 -1.23 0.74
C 3.16 0.52 -0.95
C -1.24 1.40 0.94
C -0.17 2.88 -1.79
C 4.37 3.00 -0.75
C -2.31 -1.68 1.67
C 4.53 0.59 -0.75
C -0.95 4.08 -3.72
C -3.81 -1.08 -0.11
C -3.41 -1.81 2.53
C -0.71 1.47 3.27
C 5.13 1.84 -0.64
C 0.65 1.41 3.00
H -0.76 -4.11 -3.96
H -0.35 -6.15 -2.58
H 2.40 3.82 -1.04
H 2.25 -1.89 2.12
H -1.35 -2.88 3.99
H 2.14 1.33 1.46
H -3.94 -0.81 -1.15
H 1.16 -3.00 4.37
H -1.60 6.09 -3.36
H -1.10 6.02 -0.94
H 2.21 -0.84 -2.09
H -2.71 1.54 2.48
H 4.84 3.96 -0.67
H -1.04 1.53 4.30
H -0.24 -1.88 -3.00
H 5.13 -0.32 -0.69
H -5.53 -1.69 2.75
H -1.17 4.12 -4.78
H -3.27 -2.08 3.57
H -5.88 -1.06 0.36
H -1.97 1.42 0.13
H -0.26 2.06 -3.78
H 1.37 1.43 3.80
H 3.05 -1.54 -0.88
H 1.19 -3.60 0.49
H -0.22 3.96 0.08
H 6.19 1.90 -0.48
*
```

Properties
* lowest unoccupied orbital energy (spin up / spin down): -6.987 / -6.987 eV
* largest force on an atom: 1.16 eV/Å
* ΔE to the lowest compared entry with this formula, charge and spin: 23.0 kcal/mol
* HOMO-LUMO gap (spin up / spin down): 6.20 / 6.20 eV
* HOMO energy (spin up / spin down): -13.2 / -13.2 eV

Atom charges from the natural (NBO) analysis, given in e for atoms 1 to 4:
1. Rh 0.95
2. Br 0.17
3. P 1.06
4. O -0.71

---

[5]
Entry from the Open Molecules 2025 dataset: a structure of composition C32H27Cl2P2PdS (ωB97M-V with the def2-TZVPD basis set).

Structure (ORCA input):
```
! wB97M-V def2-TZVPD RIJCOSX def2/J DEFGRID3
* xyz 1 1
Pd -0.36 0.48 0.37
Cl -2.30 0.75 1.80
Cl 0.66 5.22 2.65
S 0.35 2.54 1.11
P -1.05 -1.31 -0.86
P 1.69 -0.08 -0.26
C -2.30 1.13 -3.87
C 0.46 -2.31 -1.22
C 2.59 1.81 -2.06
C -1.88 0.66 -2.64
C 2.75 -1.27 3.48
C -0.74 4.25 2.94
C 4.11 -2.51 1.94
C -1.70 4.71 3.82
C -4.65 -3.09 -0.22
C -3.65 -2.29 -0.75
C 1.55 -1.31 -1.62
C -3.08 -4.06 1.32
C -1.67 -1.56 -3.57
C 2.49 -0.95 1.11
C 2.77 1.25 -0.80
C -0.88 3.03 2.26
C 4.50 2.85 -0.33
C 3.49 -1.88 0.87
C -2.08 -3.26 0.80
C 3.38 2.88 -2.46
C 3.74 -2.21 3.24
C -2.04 2.32 2.55
C -2.39 0.27 -4.95
C 3.72 1.78 0.07
C -2.08 -1.08 -4.80
C -2.36 -2.38 -0.25
C 2.12 -0.64 2.42
C -1.57 -0.69 -2.48
C -4.37 -3.97 0.81
C 4.33 3.40 -1.59
C -3.01 2.75 3.43
C -2.84 3.97 4.07
H 2.51 -1.78 -1.82
H 0.27 -3.05 -2.00
H -3.88 -1.61 -1.56
H -1.46 -2.61 -3.46
H 4.23 -2.70 4.07
H -1.79 1.34 -1.80
H -2.86 -4.75 2.12
H 2.46 -1.02 4.49
H -2.16 -1.75 -5.64
H 3.85 1.36 1.06
H -5.15 -4.60 1.22
H 0.75 -2.84 -0.31
H 1.24 -0.78 -2.53
H 3.81 -2.12 -0.14
H -2.54 2.18 -3.99
H -3.58 4.33 4.76
H -5.66 -3.02 -0.61
H -1.54 5.66 4.31
H -2.71 0.64 -5.92
H 4.89 -3.24 1.75
H 3.24 3.31 -3.44
H 5.24 3.26 0.34
H 1.34 0.10 2.60
H 1.83 1.43 -2.73
H -3.89 2.14 3.61
H -1.07 -3.32 1.21
H 4.94 4.23 -1.91
*
```

Properties
* lowest unoccupied orbital energy: -3.261 eV
* largest force on an atom: 0.69 eV/Å
* HOMO-LUMO gap: 7.14 eV
* HOMO energy: -10.4 eV

Atom charges from the natural (NBO) analysis, given in e for atoms 1 to 4:
1. Pd 0.24
2. Cl 0.07
3. Cl 0.04
4. S -0.19

---

[6]
Entry from the Open Molecules 2025 dataset: a structure of composition C32H27Cl5InN7O2Se (ωB97M-V with the def2-TZVPD basis set).

Structure (ORCA input):
```
! wB97M-V def2-TZVPD RIJCOSX def2/J DEFGRID3
* xyz 2 1
In -0.18 -0.08 0.58
Se 2.80 -1.42 -1.01
Cl -2.73 3.32 -3.35
Cl -3.57 5.39 -1.17
Cl -1.15 2.23 2.55
Cl -2.73 4.94 1.82
Cl -1.12 0.74 -2.46
O 7.18 2.62 2.38
O 6.34 3.88 0.78
N 3.61 -0.72 -2.35
N 1.43 0.02 2.35
N -1.07 -1.83 -0.54
N -3.14 -0.84 -0.56
N -0.96 -1.36 2.41
N -2.79 -2.73 -1.87
N 1.76 0.01 -0.79
C -1.45 -3.15 4.47
C 3.15 0.51 -2.59
C -1.63 2.63 0.95
C -2.68 4.00 -0.72
C -0.95 -4.17 -1.24
C -0.06 -1.53 3.38
C -4.40 -0.51 -1.20
C -1.99 -3.85 -2.31
C 6.24 2.97 1.74
C -0.28 -2.43 4.44
C 3.72 0.53 3.07
C -2.33 3.79 0.62
C 2.11 0.95 -1.69
C 1.58 2.24 -1.85
C -0.18 -2.89 -0.94
C 4.88 2.34 1.97
C -2.39 -2.93 3.47
C 3.71 2.67 1.28
C -1.62 1.92 -1.33
C 4.85 1.29 2.89
C -1.29 1.71 -0.01
C 3.03 2.57 -3.78
C 1.14 -0.73 3.35
C -2.30 -1.80 -1.04
C 2.57 0.81 2.31
C 2.57 1.91 1.45
C 2.03 3.02 -2.88
C -5.06 -1.81 -1.64
C -2.31 3.07 -1.71
C -2.10 -2.03 2.46
C 3.60 1.34 -3.64
C -4.09 -2.57 -2.52
H 3.33 3.22 -4.59
H -5.97 -1.61 -2.19
H 3.67 3.51 0.61
H 3.75 -0.30 3.76
H -4.24 0.16 -2.06
H -2.68 -0.06 -0.11
H -3.34 -3.46 3.48
H -5.02 0.01 -0.47
H -1.49 -3.62 -3.26
H -3.95 -2.04 -3.47
H 1.61 4.01 -3.02
H 0.38 -2.59 -1.84
H -2.81 -1.83 1.67
H 4.36 0.97 -4.30
H -4.48 -3.56 -2.74
H -5.32 -2.41 -0.76
H 0.54 -3.05 -0.13
H -1.45 -4.52 -0.33
H -2.64 -4.71 -2.46
H -1.64 -3.86 5.26
H -0.28 -4.95 -1.59
H 5.52 4.12 0.33
H 0.82 2.61 -1.17
H 5.75 1.09 3.45
H 1.76 -0.77 4.24
H 1.65 2.16 0.94
H 0.47 -2.55 5.20
*
```

Properties
* lowest unoccupied orbital energy: -6.799 eV
* largest force on an atom: 1.60 eV/Å
* ΔE to the lowest compared entry with this formula, charge and spin: 20.3 kcal/mol
* HOMO-LUMO gap: 7.31 eV
* HOMO energy: -14.1 eV

Atom charges from the Löwdin analysis, given in e for atoms 1 to 4:
1. In 0.88
2. Se 1.25
3. Cl 0.74
4. Cl 0.76

---

[7]
Entry from the Open Molecules 2025 dataset: a structure of composition C32H27Co2O7Si (ωB97M-V with the def2-TZVPD basis set).

Structure (ORCA input):
```
! wB97M-V def2-TZVPD RIJCOSX def2/J DEFGRID3
* xyz -1 1
Co 7.52 1.39 2.09
Co 5.21 2.13 1.39
Si -0.73 2.07 1.87
O 3.72 4.17 0.00
O 0.86 1.54 1.50
O 10.34 0.92 2.74
O 6.94 -1.39 1.42
O 6.51 1.41 4.83
O 3.58 2.14 3.83
O 4.83 -0.17 -0.32
C -1.80 2.27 0.36
C 9.25 1.15 2.46
C 4.26 2.09 2.90
C -0.37 3.72 2.67
C 0.86 1.02 -1.51
C 6.85 1.42 3.73
C 7.13 -0.28 1.63
C 0.23 0.79 -2.73
C -0.16 -0.99 -0.61
C 6.76 2.30 -1.75
C 2.78 -3.45 -0.62
C 2.50 -1.70 1.09
C 8.32 3.94 -0.92
C 2.43 -2.73 2.07
C 2.76 -4.44 0.36
C 7.58 4.32 2.47
C -0.61 -0.32 -2.90
C 8.51 4.41 -2.23
C 2.35 -0.29 1.47
C 1.36 0.45 0.84
C 7.40 2.90 -0.64
C 2.60 -2.10 -0.26
C 7.81 3.83 -3.30
C 0.71 0.11 -0.45
C 7.45 3.11 1.94
C 2.55 -4.08 1.70
C 6.94 2.76 -3.05
C -0.81 -1.20 -1.84
C 4.96 0.69 0.44
C -1.45 0.83 3.04
C 4.30 3.36 0.59
C 7.07 2.48 0.73
H -1.46 -0.18 2.60
H 6.15 1.42 -1.56
H 8.90 4.39 -0.12
H 0.12 4.40 1.96
H 1.51 1.89 -1.36
H 2.91 -5.48 0.09
H 6.41 2.26 -3.86
H -1.29 4.21 3.04
H -1.09 -0.49 -3.87
H 0.40 1.50 -3.55
H 2.96 -3.70 -1.66
H -2.75 2.77 0.63
H 2.69 0.02 2.46
H 2.51 -1.36 -1.05
H -2.49 1.09 3.31
H 0.31 3.59 3.53
H 7.90 4.23 -4.31
H 9.24 5.20 -2.44
H -0.31 -1.70 0.21
H -0.86 0.79 3.98
H 2.52 -4.84 2.47
H -1.46 -2.07 -1.97
H 7.53 5.20 1.82
H -1.31 2.90 -0.41
H 7.94 4.41 3.49
H 2.23 -2.45 3.11
H -2.06 1.31 -0.11
*
```

Properties
* lowest unoccupied orbital energy: 2.412 eV
* largest force on an atom: 5.01 eV/Å
* ΔE to the lowest compared entry with this formula, charge and spin: 7.9 kcal/mol
* HOMO-LUMO gap: 6.04 eV
* HOMO energy: -3.6 eV

Atom charges from the natural (NBO) analysis, given in e for atoms 1 to 4:
1. Co -0.13
2. Co -0.05
3. Si 1.90
4. O -0.56